{
  "formula": "C19H36BrClNO7",
  "method": "ωB97M-V/def2-TZVPD",
  "elements": ["C", "O", "C", "C", "C", "C", "C", "N", "C", "C", "C", "Br", "C", "C", "Cl", "H", "H", "H", "H", "H", "H", "H", "H", "H", "H", "H", "H", "H", "H", "H", "H", "H", "H", "H", "H", "C", "C", "O", "C", "O", "O", "C", "H", "H", "H", "H", "H", "H", "H", "H", "C", "C", "O", "C", "O", "O", "C", "H", "H", "H", "H", "H", "H", "H", "H"],
  "positions_angstrom": [[-6.069, -5.166, -0.537], [-5.026, -5.885, -1.298], [-4.020, -4.848, -1.607], [-2.710, -5.665, -2.239], [-1.349, -5.109, -1.512], [-0.648, -6.148, -0.455], [0.041, -5.079, 0.629], [0.386, -5.894, 1.854], [1.427, -5.734, 2.939], [1.471, -4.199, 3.597], [2.600, -4.293, 4.827], [2.175, -2.810, 2.327], [-0.457, -6.976, 1.913], [-1.561, -6.941, 0.656], [-2.937, -5.942, 1.479], [-5.664, -4.968, 0.566], [-6.264, -4.135, -1.059], [-7.054, -5.797, -0.548], [-4.375, -4.060, -2.408], [-3.727, -4.222, -0.647], [-2.684, -5.345, -3.388], [-2.842, -6.828, -2.229], [-0.553, -4.931, -2.383], [-1.517, -4.043, -1.024], [0.051, -6.987, -0.898], [-0.684, -4.212, 0.987], [1.074, -4.732, 0.172], [1.074, -6.431, 3.842], [2.512, -6.061, 2.643], [0.453, -3.910, 4.120], [2.522, -3.383, 5.564], [2.598, -5.332, 5.367], [3.650, -4.180, 4.275], [-0.545, -7.856, 2.682], [-1.966, -8.027, 0.384], [1.384, 0.823, 2.104], [2.370, 0.713, 0.954], [2.205, 1.790, 0.022], [2.672, 2.997, 0.428], [3.213, 3.238, 1.494], [2.406, 3.902, -0.548], [2.748, 5.240, -0.197], [0.358, 0.886, 1.727], [1.468, -0.040, 2.770], [1.558, 1.728, 2.696], [2.175, -0.214, 0.403], [3.407, 0.666, 1.308], [3.795, 5.316, 0.112], [2.084, 5.598, 0.596], [2.603, 5.870, -1.079], [-1.315, 8.622, -3.745], [-0.031, 9.097, -4.403], [0.447, 10.307, -3.801], [1.016, 10.171, -2.577], [1.156, 9.127, -1.960], [1.375, 11.404, -2.140], [1.886, 11.413, -0.809], [-2.070, 9.413, -3.761], [-1.710, 7.741, -4.258], [-1.154, 8.361, -2.695], [-0.231, 9.326, -5.456], [0.747, 8.324, -4.384], [2.722, 10.716, -0.698], [1.086, 11.174, -0.101], [2.250, 12.422, -0.592]],
  "forces_ev_per_angstrom": [[-0.290, 0.149, 0.188], [0.009, 3.148, 0.600], [1.060, -0.921, -0.576], [-0.433, 1.577, -0.563], [0.558, -0.622, -1.513], [-1.227, 1.738, 2.159], [1.851, -0.025, -1.335], [-2.791, -4.839, 0.657], [0.255, 1.096, 2.130], [0.618, -1.619, 2.102], [0.976, 0.370, -1.268], [-0.876, -1.089, 0.742], [-0.141, 1.779, -1.677], [1.433, -0.559, 0.921], [1.405, -1.079, -0.982], [-1.047, -0.425, -2.238], [0.179, -1.882, 1.058], [2.049, 1.165, 0.156], [0.303, -1.671, 1.520], [-0.549, -1.433, -1.736], [0.147, -0.829, 2.548], [0.200, 2.289, 0.336], [-1.534, -0.403, 2.049], [0.191, -2.426, -0.897], [-1.104, 2.073, 0.816], [1.644, -1.840, -1.063], [-2.322, -0.146, 1.089], [0.785, 1.484, -2.107], [-2.224, 0.725, 0.054], [1.925, -0.429, -1.705], [-0.095, -1.973, -1.452], [-0.273, 2.083, -0.886], [-2.186, -0.362, 1.363], [0.703, 2.197, -1.139], [0.828, 2.609, 0.633], [-0.114, 0.347, 0.184], [0.008, -0.233, 0.484], [0.386, 0.650, 0.035], [0.031, 0.409, 0.390], [-0.661, -0.453, -1.469], [0.222, -1.136, 0.748], [0.144, 0.743, 0.044], [0.112, -0.152, -0.029], [-0.017, 0.106, -0.109], [0.116, -0.185, -0.113], [0.009, 0.345, -0.230], [-0.180, 0.222, -0.031], [-0.246, -0.103, 0.079], [0.237, -0.080, -0.044], [-0.091, -0.364, 0.063], [-0.073, 0.045, 0.375], [-0.317, -0.575, -0.203], [0.669, 0.086, 0.916], [-0.238, -0.213, 0.092], [-0.056, 1.283, -0.797], [-0.276, -0.996, -0.543], [0.235, 0.116, 0.547], [0.081, -0.100, -0.171], [0.052, 0.119, -0.020], [0.088, -0.035, -0.211], [0.193, 0.268, 0.285], [-0.098, 0.206, 0.193], [-0.265, 0.013, -0.030], [0.199, -0.109, -0.101], [-0.180, -0.134, -0.321]],
  "lumo_energy_ev": -4.815,
  "max_force_ev_per_a": 5.62,
  "charge": 1,
  "homo_lumo_gap_ev": 7.087
}